{
  "formula": "C5H11N3O",
  "method": "ωB97M-V/def2-TZVPD",
  "species": ["O", "N", "N", "N", "C", "C", "C", "C", "C", "H", "H", "H", "H", "H", "H", "H", "H", "H", "H", "H"],
  "positions_angstrom": [[3.47512, -0.69778, -0.81559], [2.78271, 0.40696, -0.83383], [-0.78821, -0.39487, -0.59669], [1.75881, 0.23084, -0.06432], [-0.34290, -0.81469, 0.71828], [-0.56802, 1.13125, -0.19695], [0.87218, 1.38691, 0.38093], [1.21210, -0.98591, 0.52971], [-2.20216, -0.44114, -1.01756], [0.97713, 1.35952, 1.50562], [-2.28823, -0.94451, -2.64142], [-2.99489, 1.16218, -0.76221], [-0.88817, -1.91429, 1.17752], [-2.92798, -1.60656, -0.12472], [1.73428, -1.11138, 1.62776], [-1.38672, 1.48176, 0.58241], [-0.89727, 0.05879, 1.51970], [1.38550, 2.15942, -0.05030], [1.57598, -1.98660, 0.12743], [-0.48926, 1.52008, -1.06579]],
  "charge": 0,
  "de_lowest_kcal_mol": 335.9,
  "largest_force_ev_per_a": 6.9,
  "e_homo_ev": -9.3759
}